This record from the Open Molecules 2025 dataset describes an isolated ion of composition C3H6ClFN and charge +1 at a distorted geometry. The level of theory is ωB97M-V/def2-TZVPD.

The geometry in XYZ format:
```
12
C3H6ClFN | the Open Molecules 2025 dataset | ωB97M-V/def2-TZVPD
C -1.05 0.60 0.07
C 0.22 0.22 0.76
C -1.14 -0.74 -0.54
N 1.47 0.27 0.01
F -0.32 -0.96 -1.59
Cl -1.91 -2.11 0.07
H -1.86 0.80 0.77
H -0.98 1.41 -0.64
H 0.22 -0.37 1.66
H 1.85 -0.67 -0.22
H 2.19 0.78 0.54
H 1.32 0.77 -0.88
```

Charge: +1
Orbital gap (alpha / beta), eV: 7.2555 / 10.0513
Spin multiplicity: 3
⟨S²⟩: 2.01
Total energy, eV: -19926.88345